Record 1
This record from OMol25 describes a structure of composition C2H8N2O2 in a non-equilibrium geometry. The level of theory is the ωB97M-V functional and the def2-TZVPD basis.

Structure (XYZ):
```
14
Properties=species:S:1:pos:R:3:forces:R:3:lowdin_charge:R:1
C 0.4440 0.1587 1.1385 -0.66 1.59 3.34 -0.34
C -0.2540 -0.4682 -0.9010 -2.95 0.75 -1.54 -0.48
N -0.3964 0.5592 0.2774 2.58 -3.18 -2.72 0.10
N 0.5374 0.0416 -1.9815 -0.02 0.23 0.05 0.06
O 0.6441 -1.0181 1.7685 0.17 -0.08 -1.19 0.05
O 0.2209 -1.7744 -0.6626 0.31 -0.11 2.01 -0.04
H 0.1721 -1.7205 1.2782 0.31 0.14 -0.01 0.10
H 0.0380 -2.3970 -1.3692 -0.21 0.51 -0.39 0.11
H 0.9249 0.9394 1.7194 0.24 -0.01 0.49 0.11
H -1.2959 -0.5263 -1.2480 0.28 -0.11 -0.24 0.13
H 0.1040 0.8408 -2.4300 0.20 0.04 0.25 0.08
H -1.2889 2.2351 1.8092 -0.11 1.34 0.92 0.00
H -1.3337 2.8732 2.2786 0.07 -1.25 -0.88 0.03
H 1.4835 0.2565 -1.6777 -0.20 0.13 -0.09 0.09
```
Positions in Å, forces in eV/Å.

Its charge is 0. The multiplicity is 1.



Record 2
This record from OMol25 describes the ion C3H8NO with charge +1 in a non-equilibrium geometry. The level of theory is the ωB97M-V functional and the def2-TZVPD basis.

Structure (XYZ):
```
13
Properties=species:S:1:pos:R:3:forces:R:3:lowdin_charge:R:1
C 0.9263 0.4602 0.5650 3.38 -2.72 -1.87 -0.06
C 1.0353 1.4522 1.6164 -0.48 0.46 0.21 0.00
C -1.5709 -1.1343 -1.4078 -0.50 0.63 -0.34 -0.03
N -0.3081 -0.9737 -0.7400 0.65 -1.96 -0.39 -0.05
O -0.1736 0.0745 0.0960 0.12 1.39 0.74 0.07
H 1.9889 -0.1589 0.1164 -3.28 1.97 1.35 0.25
H 1.6799 2.2808 1.3119 0.02 -0.07 -0.16 0.12
H 0.0546 1.8301 1.9015 0.03 0.02 0.02 0.11
H 1.5259 1.0056 2.4855 0.02 -0.16 -0.03 0.12
H -2.3702 -0.8503 -0.7295 -0.05 -0.07 0.04 0.10
H -1.6480 -0.5471 -2.3283 -0.02 0.00 0.11 0.10
H -1.6756 -2.1907 -1.6492 0.07 0.01 0.10 0.11
H 0.5356 -1.2484 -1.2378 0.04 0.51 0.22 0.16
```
Positions in Å, forces in eV/Å.

Its charge is +1. The multiplicity is 1.



Record 3
This record from OMol25 describes a structure of composition C38H35Co2NO5P in a non-equilibrium geometry. The level of theory is the ωB97M-V functional and the def2-TZVPD basis.

Structure (XYZ):
```
82
Properties=species:S:1:pos:R:3:forces:R:3:lowdin_charge:R:1
C -0.2796 0.1717 -4.6500 0.58 0.48 0.03 -0.09
N -1.6690 -0.1419 -4.6939 -1.45 0.50 -0.76 -0.22
C -2.1885 -1.4809 -4.6150 -0.08 -0.52 0.17 -0.19
C -3.5888 -1.6515 -5.2778 0.48 -0.05 -0.14 -0.19
C -4.5928 -0.5269 -5.0357 0.14 -0.01 -0.19 -0.22
C -3.9023 0.7937 -5.3525 0.07 0.07 -0.08 -0.20
C -2.5602 1.0033 -4.6466 0.21 -0.10 0.33 -0.20
H -0.0840 1.0567 -5.2831 -0.05 -0.33 -0.16 0.09
H 0.1296 0.4703 -3.6679 -0.29 -0.36 0.00 0.06
H 0.3068 -0.6734 -5.0059 0.00 0.17 -0.12 0.07
H -1.5061 -2.1413 -5.1793 -0.08 0.17 0.24 0.11
H -2.2083 -1.9136 -3.5824 -0.11 0.39 -0.28 0.11
H -3.4297 -1.7117 -6.3684 -0.01 0.11 0.25 0.11
H -4.0204 -2.6122 -4.9914 0.13 -0.07 0.13 0.10
H -5.3988 -0.6534 -5.7673 -0.13 -0.03 0.21 0.10
H -5.0670 -0.5477 -4.0395 0.45 0.02 -0.17 0.11
H -3.7336 0.8277 -6.4410 0.06 -0.09 0.22 0.11
H -4.5617 1.6300 -5.1293 -0.05 0.18 0.10 0.10
H -2.6982 1.3958 -3.6121 -0.14 -0.27 -0.25 0.12
H -2.0404 1.8000 -5.1899 -0.04 0.11 0.12 0.10
O 4.1289 -3.2186 -0.1627 -1.39 0.46 0.95 0.12
C 3.1669 -2.6727 0.1784 1.83 -0.38 -1.83 -0.13
Co 1.8228 -1.6020 0.4577 -3.17 -3.63 1.92 0.02
C 0.3772 -2.3085 -0.3140 -1.80 -1.48 -1.94 -0.14
O -0.5003 -2.8694 -0.8433 1.68 1.32 1.44 0.10
C 1.3083 -2.3078 2.0892 0.12 -0.27 1.20 -0.12
O 0.9447 -2.8817 3.0203 0.32 0.60 -1.05 0.11
C 2.8438 -0.1740 0.4891 1.76 2.31 -1.84 -0.31
C 2.0816 -0.0734 -0.7210 2.59 0.40 -0.01 -0.34
C 2.0273 0.1622 -2.1201 0.48 0.94 0.49 -0.17
C 2.3637 -0.9909 -2.9939 -0.33 -0.77 -0.37 -0.25
C 3.6309 -1.2768 -3.5934 -0.76 0.21 0.04 -0.04
C 3.7725 -2.3205 -4.5273 -0.39 -0.07 -0.06 -0.11
C 2.6626 -3.1196 -4.8706 0.29 0.20 0.33 -0.13
C 1.4512 -2.9480 -4.1916 0.15 -0.09 0.25 -0.12
C 1.3217 -1.9346 -3.2468 -0.03 0.46 -0.15 -0.11
Co 1.2576 0.7237 0.7942 -1.26 1.27 1.82 -0.06
C -0.2481 0.8197 -0.0954 -2.10 0.54 -2.22 -0.18
O -1.1449 0.9199 -0.8353 1.60 -0.28 1.59 0.09
C 2.0230 2.2988 0.9593 0.69 1.56 -0.18 -0.17
O 2.5236 3.3389 1.1249 -0.80 -1.82 -0.24 0.09
P 0.4878 0.9039 2.8836 0.45 -0.13 0.34 1.07
C -1.0826 0.0249 3.2255 -0.35 -0.19 0.00 -0.33
C -1.8753 0.2812 4.3633 -0.20 -0.25 -0.51 -0.09
C -3.1200 -0.3506 4.4902 0.34 0.19 0.03 -0.09
C -3.5699 -1.2598 3.5242 0.35 0.16 0.15 -0.09
C -2.7570 -1.5426 2.4261 -0.22 0.09 0.16 -0.07
C -1.5332 -0.8892 2.2630 -0.25 -0.13 -0.06 -0.10
C 1.6098 0.3872 4.2606 -0.08 0.11 0.39 -0.33
C 1.1767 -0.4435 5.3141 0.46 0.13 -0.19 -0.09
C 2.0661 -0.7839 6.3429 -0.22 0.09 -0.36 -0.09
C 3.3765 -0.3008 6.3393 -0.43 -0.02 -0.10 -0.10
C 3.8190 0.4907 5.2792 -0.32 0.14 -0.12 -0.09
C 2.9431 0.8538 4.2470 -0.13 -0.44 0.12 -0.08
C 0.0062 2.6245 3.3770 -0.51 0.11 0.39 -0.32
C 0.4117 3.2810 4.5555 0.03 0.17 -0.47 -0.08
C 0.0283 4.6140 4.7826 -0.01 -0.22 -0.14 -0.09
C -0.7813 5.2932 3.8639 0.19 -0.36 0.21 -0.10
C -1.2417 4.6194 2.7292 0.08 -0.19 0.18 -0.08
C -0.8829 3.2854 2.5072 0.24 0.38 0.01 -0.09
H 3.8918 0.0164 0.6830 -0.10 0.12 -0.18 0.08
H 2.0031 1.2597 -2.4586 0.32 -1.87 0.38 0.10
H 4.4805 -0.6379 -3.3141 -0.37 -0.30 -0.24 0.10
H 4.7482 -2.5279 -4.9984 -0.54 0.23 0.25 0.09
H 2.7242 -3.8825 -5.6463 0.20 0.12 0.19 0.08
H 0.5897 -3.6005 -4.4038 0.45 0.32 0.03 0.10
H 0.3208 -1.7501 -2.7981 1.05 -0.13 -0.37 0.09
H -1.5195 0.9891 5.1238 -0.26 -0.28 -0.35 0.11
H -3.7381 -0.1122 5.3537 0.05 -0.11 -0.14 0.10
H -4.5447 -1.7421 3.6434 0.36 0.16 -0.08 0.10
H -3.0935 -2.2622 1.6806 0.12 0.19 0.10 0.11
H -0.9465 -1.0981 1.3521 -0.27 0.29 0.79 0.05
H 0.1539 -0.8432 5.3110 0.59 0.19 0.05 0.10
H 1.7162 -1.4509 7.1297 0.15 0.20 -0.06 0.10
H 4.0279 -0.5347 7.1775 0.04 -0.04 -0.24 0.10
H 4.8527 0.8275 5.2550 -0.18 0.02 0.00 0.10
H 3.3109 1.4674 3.4136 -0.26 -0.29 0.35 0.11
H 1.0551 2.7656 5.2795 -0.25 0.23 -0.35 0.10
H 0.3829 5.1216 5.6837 -0.16 -0.15 -0.28 0.10
H -1.0648 6.3320 4.0519 0.12 -0.33 -0.12 0.10
H -1.8744 5.1443 2.0122 0.10 -0.23 0.18 0.10
H -1.2795 2.7706 1.6255 0.28 0.15 0.28 0.10
```
Positions in Å, forces in eV/Å.

Its charge is -1. The multiplicity is 1.



Record 4
This record from OMol25 describes a cluster of 2 separate species, C2H7NS in total in a non-equilibrium geometry. The level of theory is the ωB97M-V functional and the def2-TZVPD basis.

Structure (XYZ):
```
11
Properties=species:S:1:pos:R:3:forces:R:3:lowdin_charge:R:1
S 3.5902 -0.0045 0.6813 -0.04 0.64 1.58 0.44
H 3.3895 0.1251 2.0571 0.34 0.26 -1.26 -0.18
C -1.6879 0.7163 0.2654 0.90 2.86 -1.15 -0.16
C -0.8031 -0.5946 -1.4522 0.23 1.43 1.02 -0.08
N -1.7743 0.1255 -1.0545 -0.73 -3.07 0.18 -0.11
H -1.4466 -0.0484 0.9878 0.17 -0.02 0.18 0.07
H -0.9417 1.5842 0.2723 -0.65 -1.05 0.43 0.10
H -2.6711 1.1312 0.4769 0.09 0.07 0.26 0.06
H 0.2178 -0.2354 -1.2251 0.13 -0.76 0.41 0.06
H -0.9389 -1.6040 -1.8384 -0.12 0.55 -1.32 0.07
H 3.0660 -1.1955 0.8295 -0.31 -0.90 -0.32 -0.26
```
Positions in Å, forces in eV/Å.

Its SMILES is C=NC.S. Its charge is 0. The multiplicity is 1.



Respective energy above the lowest of the compared OMol25 structures with the same formula, charge and spin values: 3.5033; 3.4350; 0.8036; 2.1009 eV.
Respective E_HOMO values: -9.44; -14.59; -2.01; -8.72 eV.
Respective DFT total energy values: -9276.4073; -6767.7347; -136241.2430; -14510.5599 eV.